Entry 1:
C5H12O | wB97M-V/def2-TZVPD

The max |F| is 5.02 eV Å⁻¹. As for the frontier orbital gap: 0.34678 Eh. Its SMILES is C=CO.CCC.

```
! wB97M-V def2-TZVPD RIJCOSX def2/J DEFGRID3
* xyz 0 1
C -0.74 2.08 -0.26
H -2.92 0.00 1.62
H -0.12 1.25 -0.81
H -1.97 -0.76 0.65
H -2.82 1.18 -0.76
H 4.18 -2.85 -0.13
H 2.63 -3.37 -1.19
H -1.17 0.40 1.56
H 1.26 -1.03 -1.44
C -2.13 1.47 0.03
C 3.09 -2.71 -0.50
C 2.38 -1.65 -0.01
H -0.97 2.92 -1.05
H 2.59 -1.46 1.06
C -2.12 0.22 0.92
H -2.77 2.34 0.58
H -0.09 2.59 0.45
O 1.69 -0.61 -0.74
*
```



Entry 2:
C5H12O | wB97M-V/def2-TZVPD

The max |F| is 2.09 eV Å⁻¹. As for the frontier orbital gap: 0.28852 Eh.

```
! wB97M-V def2-TZVPD RIJCOSX def2/J DEFGRID3
* xyz 0 1
C -1.49 1.02 0.52
H 1.26 1.49 -0.32
H 1.22 -1.21 1.18
H -1.45 -1.56 -1.78
C -1.33 -1.16 -0.78
H 2.65 -0.18 1.23
H -1.45 0.45 1.45
H -1.69 -1.70 0.08
H -0.99 1.97 0.67
H 1.12 0.41 1.91
C -0.89 0.23 -0.62
O 1.84 -0.15 -1.35
H -0.05 -0.73 -0.50
C 1.56 -0.17 1.09
H -2.54 1.22 0.29
C 1.18 0.41 -0.25
H -0.79 0.78 -1.55
H 1.85 -1.11 -1.28
*
```



Entry 3:
C5H12O | wB97M-V/def2-TZVPD

The max |F| is 6.93 eV Å⁻¹. As for the frontier orbital gap (alpha / beta): 0.27808 / 0.12710 Eh.

```
! wB97M-V def2-TZVPD RIJCOSX def2/J DEFGRID3
* xyz 1 2
C 0.26 1.23 -1.71
H -0.42 2.00 -3.61
O 0.73 -2.42 2.99
H -1.51 2.03 -2.01
H 1.81 1.10 -0.18
C 1.09 1.87 -0.49
H -0.44 3.31 -2.56
H -0.94 -3.53 3.77
H 0.29 2.21 0.30
C -0.57 2.23 -2.50
C -0.60 -2.94 2.94
H -1.94 -3.18 1.38
H -0.43 0.43 -1.28
C -0.95 -2.74 1.69
H 1.73 2.65 -0.98
H 1.10 0.89 -2.43
H 1.23 -2.88 3.72
H -0.45 -2.27 0.94
*
```



Entry 4:
C5H12O2 | wB97M-V/def2-TZVPD

The max |F| is 1.36 eV Å⁻¹. As for the frontier orbital gap: 0.33785 Eh. Its SMILES is C=C/C=C/C.O.O.

```
! wB97M-V def2-TZVPD RIJCOSX def2/J DEFGRID3
* xyz 0 1
H 2.47 1.35 -0.93
H -1.57 2.55 0.14
H 0.18 1.65 1.74
H 1.85 -1.79 -1.29
H 1.19 0.86 -0.31
H -1.95 0.51 1.50
H -0.10 -0.50 -1.78
O 1.52 1.31 -1.10
C -1.65 0.42 0.45
H -1.10 -1.59 0.87
C -1.67 1.55 -0.26
O 0.73 1.20 2.39
H 0.10 0.73 2.94
C 0.93 -2.18 -0.86
H 1.02 -2.59 0.15
H -1.53 1.42 -1.32
C -0.95 -0.82 0.11
H 0.64 -2.98 -1.55
C -0.10 -1.10 -0.87
*
```



Entry 5:
C5H12O2 | wB97M-V/def2-TZVPD

The max |F| is 0.53 eV Å⁻¹. As for the frontier orbital gap: 0.35167 Eh. Its SMILES is CC/C=C(\C)O.O.

```
! wB97M-V def2-TZVPD RIJCOSX def2/J DEFGRID3
* xyz 0 1
C -0.79 -2.25 0.62
H -1.81 -2.38 0.27
O -0.42 0.89 2.38
H 1.88 1.41 -2.00
H -0.17 0.72 1.47
H -1.36 1.07 2.31
H -0.83 -1.77 1.61
O -0.67 2.24 -1.03
C -0.58 -0.04 -0.59
C 1.56 1.28 -0.96
H -1.66 0.03 -0.53
H 1.05 -1.29 0.05
C 0.04 -1.40 -0.35
H 2.09 0.42 -0.55
C 0.07 1.10 -0.84
H 0.15 -1.95 -1.30
H -0.35 -3.24 0.74
H -0.10 3.01 -0.91
H 1.89 2.16 -0.39
*
```



Entry 6:
C5H12O2 | wB97M-V/def2-TZVPD

The max |F| is 1.63 eV Å⁻¹. As for the frontier orbital gap: 0.36867 Eh. Its SMILES is C=CCC=C.O.O.

```
! wB97M-V def2-TZVPD RIJCOSX def2/J DEFGRID3
* xyz 0 1
C -1.89 0.50 -0.78
H -0.04 -0.94 2.86
C 1.75 1.18 -2.62
H 0.43 -0.09 4.00
H -2.07 -0.49 -0.38
H -1.74 -2.84 2.36
H -0.97 -3.44 1.35
H 0.55 -0.70 -0.70
H -2.74 1.12 -1.05
H 2.35 1.82 -3.26
H -0.63 2.11 -1.07
O 0.19 -0.98 3.80
C -0.68 1.03 -0.93
C 0.64 0.39 -0.59
H 2.50 1.60 -0.65
H 0.96 0.65 -3.13
C 1.83 1.05 -1.30
O -1.26 -2.57 1.60
H 0.81 0.59 0.48
*
```



Entry 7:
C5H12O2 | wB97M-V/def2-TZVPD

The max |F| is 0.44 eV Å⁻¹. As for the frontier orbital gap: 0.38788 Eh. Its SMILES is CC[C@@H](O)CCO.

```
! wB97M-V def2-TZVPD RIJCOSX def2/J DEFGRID3
* xyz 0 1
H -3.43 0.67 1.01
H -0.73 1.34 -1.16
C 0.21 -0.04 0.20
H -2.34 -1.02 -0.05
H -0.90 0.92 1.47
H 1.89 1.20 -0.12
H 2.40 -1.82 0.16
H 3.66 -0.58 0.02
H -0.64 -0.32 -1.75
C 1.64 0.15 -0.31
O 0.05 0.75 1.37
H 1.67 0.00 -1.39
C 2.64 -0.77 0.37
H 2.61 -0.63 1.46
H 0.07 -1.11 0.46
C -0.84 0.29 -0.87
O -2.60 0.94 0.62
C -2.26 0.02 -0.42
H -2.96 0.13 -1.26
*
```



Entry 8:
C5H12O2 | wB97M-V/def2-TZVPD

The max |F| is 0.28 eV Å⁻¹. As for the frontier orbital gap: 0.35093 Eh. Its SMILES is C/C=C(/O)CC.O.

```
! wB97M-V def2-TZVPD RIJCOSX def2/J DEFGRID3
* xyz 0 1
H -1.37 -0.78 1.66
C 0.14 -0.61 0.48
C -0.81 -0.92 -0.65
H 1.72 0.12 -1.70
H -0.13 1.47 1.96
C 1.43 -0.29 0.42
C 2.29 -0.02 -0.78
H -2.73 -0.22 0.19
C -2.08 -0.06 -0.68
H 2.86 0.91 -0.61
H 0.27 1.95 0.60
H 1.93 -0.20 1.39
H 3.03 -0.81 -0.96
H -1.10 -1.97 -0.55
O -0.41 -0.70 1.74
O -0.20 2.25 1.38
H -2.69 -0.32 -1.56
H -0.29 -0.84 -1.61
H -1.85 1.01 -0.72
*
```



Entry 9:
C5H12O2 | wB97M-V/def2-TZVPD

The max |F| is 0.48 eV Å⁻¹. As for the frontier orbital gap: 0.34949 Eh. Its SMILES is C/C=C(/O)CC.O.

```
! wB97M-V def2-TZVPD RIJCOSX def2/J DEFGRID3
* xyz 0 1
C -0.80 -0.48 1.08
H -0.25 -1.42 1.03
C 0.04 0.62 0.51
H -0.92 -0.25 2.15
H -2.13 -1.08 -0.55
H 1.46 -1.63 -0.35
H 2.85 -0.67 -0.83
H -2.76 -1.39 1.07
H 1.82 1.42 -0.17
C 2.09 -0.78 -0.05
H -2.78 0.24 0.44
H -1.44 1.86 0.44
C 1.31 0.49 0.09
O -0.48 1.90 0.55
O 0.54 0.76 -2.60
H 0.24 0.47 -1.73
H 0.81 1.67 -2.43
C -2.19 -0.68 0.47
H 2.60 -1.05 0.88
*
```



Entry 10:
C5H12O2 | wB97M-V/def2-TZVPD

The max |F| is 0.74 eV Å⁻¹. As for the frontier orbital gap: 0.39045 Eh. Its SMILES is CC[C@@H](O)CCO.

```
! wB97M-V def2-TZVPD RIJCOSX def2/J DEFGRID3
* xyz 0 1
H 1.40 2.64 0.86
H -0.39 -2.93 -1.32
C -0.43 -0.82 -0.91
H 0.48 1.92 -1.35
C 0.08 -2.22 -0.62
H -0.16 3.48 0.73
C 0.31 2.51 0.78
C -0.08 1.66 -0.42
O -0.23 -2.56 0.72
H 1.24 0.10 0.13
H -1.52 -0.77 -0.79
H -0.19 -0.58 -1.96
H 1.17 -2.25 -0.78
O -0.48 0.07 1.32
H -1.14 1.82 -0.66
H 0.17 -3.41 0.91
H -0.31 -0.82 1.68
H -0.06 1.94 1.63
C 0.14 0.21 0.05
*
```



Entry 11:
C5H12O2 | wB97M-V/def2-TZVPD

The max |F| is 5.60 eV Å⁻¹. As for the frontier orbital gap: 0.37405 Eh. Its SMILES is C=CCC=C.O.O.

```
! wB97M-V def2-TZVPD RIJCOSX def2/J DEFGRID3
* xyz 0 1
H 0.69 0.17 1.82
H 1.54 -1.30 -0.65
H 3.31 0.51 0.09
C 0.25 0.18 -1.34
H 3.15 0.85 1.92
C -0.87 -0.16 -2.16
H -1.22 -1.17 -2.03
O -2.03 1.33 0.93
H -1.39 0.73 -2.51
C 1.39 0.03 0.91
H -1.25 -1.89 1.28
C 0.82 -0.73 -0.26
C 2.66 0.59 0.98
H -1.86 -0.47 0.99
H -1.29 1.57 0.30
H -2.78 1.43 0.36
O -1.93 -1.40 0.83
H 0.76 1.13 -1.56
H 0.04 -1.40 0.10
*
```



Entry 12:
C5H12O2 | wB97M-V/def2-TZVPD

The max |F| is 0.63 eV Å⁻¹. As for the frontier orbital gap: 0.37384 Eh. Its SMILES is CCC=O.C=C.O.

```
! wB97M-V def2-TZVPD RIJCOSX def2/J DEFGRID3
* xyz 0 1
H -0.70 0.88 -0.02
H 0.23 -1.43 1.76
C -0.57 -0.73 1.51
O 1.43 1.90 -1.70
H -0.22 0.60 3.18
H -1.47 -0.63 3.47
C -1.05 0.05 2.73
H 1.38 1.50 -0.81
O 1.19 0.58 0.64
H 0.36 -1.68 -0.90
C 0.83 -0.46 -2.57
H 0.50 2.06 -1.90
H -1.39 -1.27 1.02
C 0.01 0.31 0.61
H -1.82 0.78 2.45
H 0.48 0.15 -3.40
C -0.01 -1.11 -1.76
H 1.91 -0.47 -2.41
H -1.09 -1.03 -1.89
*
```



Entry 13:
C5H12O2 | wB97M-V/def2-TZVPD

The max |F| is 0.38 eV Å⁻¹. As for the frontier orbital gap: 0.38513 Eh. Its SMILES is CC[C@@H](O)CCO.

```
! wB97M-V def2-TZVPD RIJCOSX def2/J DEFGRID3
* xyz 0 1
O 0.14 0.52 1.31
H 2.79 -1.51 0.68
C -0.87 0.51 -0.88
H -0.70 0.25 -1.93
C 0.18 -0.12 0.05
H -0.80 1.60 -0.79
H 3.59 0.06 0.45
H 1.73 -0.71 -1.33
H -3.04 0.63 -1.07
H -0.78 0.44 1.62
C 2.63 -0.43 0.63
C 1.62 -0.04 -0.46
H -0.08 -1.20 0.17
H 2.25 -0.11 1.60
H 1.83 0.98 -0.81
O -2.48 0.23 0.89
C -2.28 0.05 -0.51
H -3.32 -0.15 1.15
H -2.40 -1.01 -0.78
*
```



Entry 14:
C5H12O2 | wB97M-V/def2-TZVPD

The max |F| is 3.68 eV Å⁻¹. As for the frontier orbital gap: 0.35158 Eh. Its SMILES is CO[C@@H](C)CCO.

```
! wB97M-V def2-TZVPD RIJCOSX def2/J DEFGRID3
* xyz 0 1
C -0.32 0.43 -0.58
H 0.91 -1.35 0.90
H -0.80 2.63 0.03
H 0.97 -2.07 -1.43
C 1.61 -1.35 -0.89
H 1.18 0.31 -2.19
H 2.62 -1.45 -1.32
H -2.02 -0.46 2.08
O 1.73 -1.68 0.47
H 1.82 0.76 -0.62
H 0.67 1.91 0.84
C -0.39 1.83 0.59
O -0.54 -0.18 0.75
C 1.11 0.10 -1.11
H -2.57 0.44 0.64
C -1.90 -0.36 1.00
H -2.15 -1.29 0.50
H -0.91 1.82 1.61
H -1.01 -0.15 -1.28
*
```



Entry 15:
C5H12O2 | wB97M-V/def2-TZVPD

The max |F| is 4.08 eV Å⁻¹. As for the frontier orbital gap: 0.36198 Eh. Its SMILES is C=C(C)OC.CO.

```
! wB97M-V def2-TZVPD RIJCOSX def2/J DEFGRID3
* xyz 0 1
H 3.51 0.31 -0.60
C -0.98 -0.51 1.64
H 2.54 1.86 -0.32
H -1.93 -2.01 -0.69
H -1.86 -1.15 1.56
H -0.17 -2.21 -0.44
O 1.56 0.07 -0.03
H -1.13 0.09 2.54
H 0.69 0.25 -0.67
H -0.09 -1.14 1.71
C 2.56 0.83 -0.69
O -0.79 -0.29 -0.92
H -0.95 2.29 -0.46
H 2.26 0.93 -1.74
C -0.94 -1.69 -1.02
H -0.75 -1.95 -2.07
C -0.89 0.41 0.47
H -1.49 2.22 1.31
C -1.14 1.71 0.43
*
```



Entry 16:
C5H12O2 | wB97M-V/def2-TZVPD

The max |F| is 14.77 eV Å⁻¹. As for the frontier orbital gap: 0.39647 Eh. Its SMILES is C[C@@H](O)C[C@@H](C)O.

```
! wB97M-V def2-TZVPD RIJCOSX def2/J DEFGRID3
* xyz 0 1
C -2.51 -0.49 -0.25
O 1.41 1.39 -0.77
H 1.49 0.68 1.17
H 0.63 2.00 -0.22
H 2.97 -0.84 -0.75
H -1.59 1.60 1.28
H -0.03 -1.45 -0.66
H 3.51 0.24 0.45
O -1.34 1.53 0.42
H -3.18 0.06 -0.29
C -1.23 0.25 -0.42
H -2.92 -1.38 -1.04
C 1.29 0.36 0.10
H -1.00 0.58 -1.34
H 2.37 -1.27 0.51
H -2.40 -0.86 0.77
C 0.08 -0.54 -0.01
H -0.12 -1.36 0.93
C 2.55 -0.50 0.12
*
```



Entry 17:
C5H12O2 | wB97M-V/def2-TZVPD

The max |F| is 3.45 eV Å⁻¹. As for the frontier orbital gap: 0.33870 Eh. Its SMILES is C=CCCCO.O.

```
! wB97M-V def2-TZVPD RIJCOSX def2/J DEFGRID3
* xyz 0 1
C 2.98 -0.31 0.19
H 3.81 -0.90 0.14
H -1.35 -1.50 -0.99
H 2.06 -0.25 -1.60
H 0.03 0.76 -0.09
H -3.42 2.11 5.96
H 0.20 -0.89 0.69
H -1.70 1.33 -2.75
H 2.95 0.47 0.86
C 0.38 -0.30 -0.25
H 0.21 -1.99 -1.67
O -1.72 0.63 -2.09
H -1.71 1.91 6.10
H 0.28 0.14 -2.72
C 1.87 -0.38 -0.55
C -0.42 -1.17 -1.35
O -2.63 1.55 6.12
C -0.74 -0.32 -2.57
H -1.09 -0.88 -3.44
*
```



Entry 18:
C5H12O2 | wB97M-V/def2-TZVPD

The max |F| is 0.50 eV Å⁻¹. As for the frontier orbital gap: 0.35153 Eh. Its SMILES is CC/C=C(\C)O.O.

```
! wB97M-V def2-TZVPD RIJCOSX def2/J DEFGRID3
* xyz 0 1
C 1.18 -0.66 0.12
H -0.91 2.62 -1.08
H -0.53 1.11 2.74
O 2.35 -0.50 0.82
H -2.34 1.73 -1.62
H 2.50 -1.29 1.36
C -0.57 0.48 -1.34
H 1.35 -2.73 -0.42
H -1.16 -0.44 -1.26
O -0.95 0.35 2.31
C 0.66 0.42 -0.49
C -1.46 1.67 -0.97
H -1.80 1.60 0.06
H 1.20 1.35 -0.35
H 0.51 -2.43 1.11
H -0.49 0.29 1.46
C 0.65 -2.06 0.09
H -0.31 -2.13 -0.41
H -0.29 0.56 -2.40
*
```



Entry 19:
C5H12O2 | wB97M-V/def2-TZVPD

The max |F| is 0.32 eV Å⁻¹. As for the frontier orbital gap: 0.30293 Eh.

```
! wB97M-V def2-TZVPD RIJCOSX def2/J DEFGRID3
* xyz 0 1
H 1.34 0.65 0.64
H -0.08 -1.93 -0.21
H 0.06 1.97 2.34
C 0.51 1.01 2.60
H -1.17 1.27 -0.56
H -1.31 -0.65 1.41
H -1.19 -0.05 -2.95
C 0.67 0.15 1.36
C -0.77 -1.09 -0.46
H 0.41 -0.11 -3.77
H 1.14 -0.81 1.62
H -0.38 -1.61 -3.13
C -0.68 -0.12 0.67
H -0.16 0.53 3.32
H 1.27 -0.71 -1.68
O -1.31 1.12 0.38
O 0.39 -0.30 -1.70
C -0.21 -0.54 -2.98
H 1.46 1.20 3.11
*
```



Entry 20:
C5H12O2 | wB97M-V/def2-TZVPD

The max |F| is 0.31 eV Å⁻¹. As for the frontier orbital gap: 0.29063 Eh.

```
! wB97M-V def2-TZVPD RIJCOSX def2/J DEFGRID3
* xyz 0 1
H 1.80 -0.11 1.47
H -1.03 -0.80 1.63
C 0.14 0.72 -0.53
O 0.01 1.69 0.49
H -0.78 -1.17 -1.03
H -0.26 -1.21 1.37
C -0.89 -0.35 -0.33
H 1.59 -0.46 -1.57
H -0.16 1.15 -1.51
C 1.76 -0.75 0.57
H -2.98 -0.75 0.00
H 0.79 2.25 0.47
H 2.73 -1.27 0.48
O 0.69 -1.62 0.58
C 1.55 0.15 -0.66
H -2.40 0.76 0.75
H 2.29 0.95 -0.76
C -2.30 0.10 -0.10
H -2.60 0.65 -1.01
*
```



Entry 21:
C5H12O2 | wB97M-V/def2-TZVPD

The max |F| is 0.32 eV Å⁻¹. As for the frontier orbital gap: 0.29874 Eh.

```
! wB97M-V def2-TZVPD RIJCOSX def2/J DEFGRID3
* xyz 0 1
O -1.62 -0.32 -0.40
H -2.08 0.14 0.31
O 1.29 -1.02 -0.62
H 0.50 1.48 1.41
H -3.31 -1.36 -0.98
H 0.87 -1.25 -1.46
C 2.22 0.21 1.77
C -2.56 -0.70 -1.42
H 2.55 -0.80 1.51
H 2.95 0.92 1.36
H -1.97 -1.22 -2.18
H 0.11 -0.24 1.59
H 2.21 0.32 2.86
H -3.02 0.18 -1.87
H -0.75 1.62 -0.84
C 0.83 0.30 -0.36
C 0.84 0.47 1.16
C -0.39 0.63 -1.16
H 1.55 1.04 -0.77
*
```



Entry 22:
C5H12O2 | wB97M-V/def2-TZVPD

The max |F| is 0.88 eV Å⁻¹. As for the frontier orbital gap (alpha / beta): 0.25273 / 0.25276 Eh.

```
! wB97M-V def2-TZVPD RIJCOSX def2/J DEFGRID3
* xyz 0 1
H 2.37 -1.05 1.19
C -1.64 1.59 -0.65
H 0.06 -2.68 -0.53
C 1.41 -0.56 1.34
O 1.43 0.95 -0.57
H -2.08 -0.28 0.44
H 1.53 0.30 2.01
H -2.06 1.20 -1.58
H -0.26 -0.51 -1.72
H 1.54 -1.84 -1.23
H -2.36 2.30 -0.24
C 0.91 -0.13 0.00
O -0.58 -2.01 -0.23
H -0.96 0.83 1.29
H 2.07 1.37 0.02
H 0.72 -1.28 1.78
H -0.74 2.17 -0.91
C -0.01 -0.85 -0.72
C -1.33 0.49 0.32
*
```



Entry 23:
C5H12O2S2 | wB97M-V/def2-TZVPD

The max |F| is 0.72 eV Å⁻¹. As for the frontier orbital gap: 0.35547 Eh. Its SMILES is C1COCO1.CSSC.

```
! wB97M-V def2-TZVPD RIJCOSX def2/J DEFGRID3
* xyz 0 1
S -2.12 -0.32 -0.67
O 1.40 1.01 1.35
H -1.13 -0.59 1.54
C -1.73 -3.11 -1.67
H 1.12 1.30 -1.36
H -2.14 -3.51 -0.73
H -2.83 -0.03 1.59
C 0.95 2.35 1.22
H -0.16 2.35 1.27
S -0.74 -1.62 -1.40
H -2.56 -2.92 -2.37
H 2.71 2.12 -1.44
O 1.43 2.87 0.00
H 1.32 2.99 2.05
C 2.40 0.83 0.34
H -1.06 -3.87 -2.11
C 1.92 1.76 -0.75
H -2.47 -1.76 1.28
H 3.40 1.12 0.72
H 2.43 -0.24 0.07
C -2.13 -0.72 1.09
*
```



Entry 24:
C5H12O2SSi | wB97M-V/def2-TZVPD

The max |F| is 4.77 eV Å⁻¹. As for the frontier orbital gap: 0.36599 Eh. Its SMILES is C=CS(=O)(=O)[Si](C)(C)C.

```
! wB97M-V def2-TZVPD RIJCOSX def2/J DEFGRID3
* xyz 0 1
O -1.40 0.97 1.28
Si 1.00 0.29 0.00
O -1.57 1.67 -1.07
H 1.27 2.70 0.32
C 1.54 1.77 1.10
H -2.47 -1.49 1.32
H 2.57 1.72 1.08
H 0.81 -2.05 0.17
H -0.13 -1.32 1.54
C -2.27 -0.79 -0.56
H 2.30 1.25 -1.89
H -2.42 -0.68 -1.69
C 1.59 0.46 -1.81
H 1.05 1.81 2.13
S -1.23 0.63 -0.11
C -2.70 -1.72 0.23
C 0.93 -1.35 0.96
H 2.08 -0.35 -2.36
H -3.24 -2.65 0.09
H 0.73 0.87 -2.39
H 1.56 -1.74 1.67
*
```



Entry 25:
C5H12O3 | wB97M-V/def2-TZVPD

The max |F| is 2.24 eV Å⁻¹. As for the frontier orbital gap (alpha / beta): 0.20768 / 0.21175 Eh.

```
! wB97M-V def2-TZVPD RIJCOSX def2/J DEFGRID3
* xyz -1 2
C 8.12 -2.63 -1.29
H 3.96 -2.91 2.17
H 7.56 -4.68 0.01
H 4.85 -4.92 -1.44
C 6.70 -4.38 -0.60
O 6.97 -3.41 -1.52
H 9.02 -3.26 -1.26
O 3.77 -2.28 0.19
H 8.20 -1.91 -2.11
H 4.92 -3.87 0.89
O 6.30 -6.31 -2.00
H 5.41 -5.99 -0.15
H 4.72 -0.66 -0.62
H 4.74 -0.75 1.20
H 8.03 -2.08 -0.34
C 4.80 -1.33 0.26
C 3.92 -3.30 1.14
C 5.76 -5.45 -1.08
H 5.80 -1.80 0.25
H 3.07 -3.99 1.04
*
```



Entry 26:
C5H12O3 | wB97M-V/def2-TZVPD

The max |F| is 1.54 eV Å⁻¹. As for the frontier orbital gap: 0.19414 Eh.

```
! wB97M-V def2-TZVPD RIJCOSX def2/J DEFGRID3
* xyz 0 1
C 0.41 -2.34 -1.01
H -0.18 2.28 0.09
C 1.52 -1.62 -0.60
H 2.50 -1.93 -0.96
H 0.91 0.62 -1.77
H -1.37 1.20 1.48
C 0.61 0.66 -0.72
O -1.60 2.32 0.35
H 0.90 -0.55 1.08
O -1.33 0.32 1.96
H -1.17 -1.38 0.15
H -1.97 3.19 0.27
H -1.69 -2.64 -1.06
H -0.44 0.36 -0.74
C 1.42 -0.41 0.15
H 0.54 -3.13 -1.75
H -2.03 0.40 2.62
O 0.79 1.88 -0.21
C -0.85 -2.07 -0.63
H 2.37 0.08 0.36
*
```



DFT total energy / a.u.: -272.79699; -272.76906; -272.49489; -348.11369; -348.16845; -348.11588; -348.17896; -348.16767; -348.16174; -348.17021; -348.08670; -348.12699; -348.17683; -348.03289; -348.08294; -347.95204; -348.05091; -348.17061; -348.02865; -347.99709; -348.03485; -347.97474; -1144.52965; -1035.79121; -423.29279; -423.26640